No. 1
Here is a molecular structure, C14H24N4O from the OMol25 dataset. Energies are from ωB97M-V with the def2-TZVPD basis set.

Each line ends with the Löwdin charge.
Cartesian coordinates (Å):
C: -5.2699 -1.3141 0.5238  -0.137
C: -4.6121 -0.1375 -0.3432  -0.249
C: -3.3648 0.5459 0.3018  -0.317
H: -2.6955 -0.3458 0.3699  0.134
C: -2.9417 1.4675 -0.6079  -0.211
N: -1.8387 2.1195 0.2088  0.045
C: -0.6280 1.7058 -0.0912  -0.438
O: -0.3545 1.1987 -1.3762  -0.109
N: 0.4165 2.3102 0.4878  0.159
C: 1.8620 2.1863 0.2167  -0.240
C: 2.6700 3.4648 0.0937  0.089
C: 3.8268 2.7199 -0.3360  -0.045
N: 3.7962 1.1336 -0.3791  0.122
N: 2.5176 1.1674 0.0599  -0.129
C: 2.0047 -0.2962 -0.0337  -0.307
C: 1.9698 -0.9489 -1.1707  -0.219
C: 1.6225 -2.5324 -1.1723  -0.188
C: 2.4253 -3.2153 -0.1774  -0.232
C: 2.5282 -2.4219 1.0648  -0.294
C: 2.8570 -1.0305 1.1838  -0.143
H: 3.8722 -1.0310 0.6268  0.133
H: 2.7237 -0.5273 2.2144  0.152
H: 3.0578 -2.9742 1.8704  0.107
H: 1.3394 -2.5192 1.6904  0.190
H: 3.4892 -2.9959 -0.8659  0.198
H: 2.2029 -4.1743 -0.2149  0.059
H: 1.6414 -3.0006 -2.2219  0.143
H: 0.5849 -2.2447 -0.9207  0.112
H: 2.9797 -0.8923 -1.5711  0.122
H: 1.4152 -0.3865 -1.8808  0.112
H: 0.9955 -0.1326 0.4101  0.138
H: 4.8581 3.0350 -0.5597  0.075
H: 2.5731 4.3558 0.1924  -0.024
H: 0.2177 2.9328 1.1662  0.094
H: -1.9285 2.5260 1.0859  0.115
H: -3.6826 2.6333 -0.5011  0.218
H: -2.6463 1.3325 -1.6293  0.119
H: -3.7745 0.7934 1.6116  0.227
H: -4.5283 -0.4007 -1.3362  0.055
H: -5.6470 0.7755 -0.3220  0.184
H: -5.5185 -1.0915 1.6076  0.073
H: -6.3414 -1.6431 0.1847  0.094
H: -4.6752 -2.1477 0.5397  0.011

HOMO energy = -8.28 eV
relative energy (zero: lowest compared OMol25 entry of this formula, charge and spin) = 14.339 eV
frontier orbital gap = 0.319 Eh

No. 2
Here is 10 unconnected molecules or ions with the total composition C66H146N6O18S4 from the OMol25 dataset. Energies are from ωB97M-V with the def2-TZVPD basis set.

Each line ends with the Löwdin charge.
Cartesian coordinates (Å):
C: -6.5981 -4.0314 -3.9904  -0.044
C: -6.4619 -2.5435 -3.7832  -0.539
C: -7.6750 -1.8332 -4.3722  -0.037
C: -6.3406 -2.3125 -2.2491  -0.146
C: -5.9226 -0.9165 -1.9141  -0.185
C: -4.5569 -0.7042 -2.6057  -0.119
C: -4.7183 -0.6878 -4.1318  -0.479
C: -5.6119 0.4635 -4.6612  -0.017
C: -3.3303 -0.5308 -4.8054  -0.030
N: -5.2482 -2.0499 -4.4571  -0.095
O: -5.4795 -2.0653 -5.8392  -0.041
H: -6.5805 -4.2615 -5.0932  0.099
H: -5.7589 -4.5080 -3.5395  0.068
H: -7.5403 -4.3993 -3.5193  0.099
H: -7.8163 -0.8230 -3.9881  0.059
H: -7.5887 -1.9265 -5.4747  0.095
H: -8.6139 -2.3768 -4.0906  0.096
H: -7.3195 -2.6182 -1.7285  0.156
H: -5.5290 -2.8954 -1.8946  0.097
H: -6.7172 -0.2176 -2.1214  0.100
H: -5.8567 -0.9307 -0.8388  0.095
H: -3.9539 -1.6314 -2.3713  0.126
H: -3.8716 0.0606 -2.2028  0.109
H: -6.6176 0.5153 -4.2564  0.050
H: -5.7533 0.3898 -5.7081  0.065
H: -5.0480 1.4375 -4.3893  0.111
H: -2.6180 -1.3078 -4.5252  0.073
H: -2.8827 0.3059 -4.3355  0.034
H: -3.4232 -0.3927 -5.8960  0.098
H: -4.8049 -2.6802 -6.0911  0.100
C: 2.2943 4.4379 -3.8823  -0.026
C: 1.3012 4.5151 -5.0906  -0.498
C: 1.6828 5.8216 -5.8774  -0.023
C: 1.5866 3.3129 -6.0079  -0.135
C: 1.0692 2.0156 -5.4430  -0.173
C: -0.4728 2.0832 -5.1505  -0.057
C: -0.7168 3.3851 -4.1769  -0.464
C: -2.2736 3.6693 -4.1920  -0.017
C: -0.2321 3.0758 -2.7460  -0.017
N: -0.1151 4.5434 -4.7944  -0.093
O: -0.2925 5.7180 -3.9945  -0.043
H: 2.1816 5.2385 -3.2132  0.046
H: 2.3590 3.4887 -3.2504  0.076
H: 3.3117 4.4754 -4.3923  0.105
H: 2.6011 5.6573 -6.3434  0.053
H: 0.8509 6.0140 -6.5681  0.092
H: 1.7901 6.6749 -5.1734  0.087
H: 1.1416 3.4675 -6.9987  0.127
H: 2.6713 3.2260 -6.2223  0.131
H: 1.1799 1.1711 -6.0953  0.078
H: 1.6067 1.7226 -4.5694  0.082
H: -0.9105 1.2572 -4.5571  0.095
H: -1.0619 2.3991 -5.9700  0.090
H: -2.7828 2.8303 -3.6647  0.075
H: -2.5574 3.6359 -5.2465  0.076
H: -2.5513 4.6422 -3.7860  0.070
H: -1.0032 2.3996 -2.2757  0.080
H: -0.2033 4.0120 -2.0915  0.086
H: 0.6957 2.5987 -2.7530  0.030
H: -1.0985 6.1557 -4.2897  0.104
C: 5.3321 1.3487 1.1038  -0.031
C: 6.2341 1.6589 -0.0574  -0.500
C: 6.9653 3.0317 0.2591  -0.027
C: 7.3891 0.6231 -0.1536  -0.105
C: 6.8481 -0.7447 -0.7418  -0.157
C: 6.2688 -0.4484 -2.0839  -0.162
C: 5.1082 0.5105 -2.0941  -0.445
C: 4.7964 0.9544 -3.5820  -0.003
C: 3.7878 -0.0963 -1.5046  -0.012
N: 5.6597 1.7323 -1.4170  -0.094
O: 4.6299 2.6816 -1.3954  -0.054
H: 4.8271 0.3872 1.1070  0.057
H: 6.0575 1.2077 1.9554  0.100
H: 4.6726 2.1976 1.4410  0.088
H: 7.3002 2.9293 1.3011  0.079
H: 7.8172 3.3095 -0.3586  0.079
H: 6.3137 3.9004 0.2623  0.067
H: 8.0812 0.9107 -0.9339  0.108
H: 7.9435 0.5506 0.7909  0.119
H: 7.6187 -1.4778 -0.8453  0.106
H: 6.0847 -1.1161 -0.1126  0.070
H: 6.0287 -1.4304 -2.5040  0.115
H: 7.0176 -0.0468 -2.7069  0.109
H: 4.4603 0.0746 -4.1807  0.073
H: 5.6793 1.4290 -4.0095  0.085
H: 3.9738 1.6903 -3.5074  0.061
H: 3.0103 0.6319 -1.1289  0.100
H: 3.9356 -0.8043 -0.6847  0.045
H: 3.2379 -0.7416 -2.1949  0.064
H: 4.9472 3.3299 -2.0528  0.117
C: 4.3428 -3.3283 1.7704  -0.029
C: 4.4898 -4.7614 1.2054  -0.460
C: 5.7343 -4.7735 0.2722  -0.008
C: 4.5947 -5.6674 2.4231  -0.172
C: 4.3407 -7.1242 2.1648  -0.172
C: 2.9166 -7.0961 1.5617  -0.138
C: 2.7894 -6.4113 0.2117  -0.536
C: 3.6603 -7.1476 -0.7872  -0.017
C: 1.3423 -6.3040 -0.2184  -0.016
N: 3.1978 -5.0106 0.4807  -0.065
O: 3.4150 -4.3152 -0.7382  -0.076
H: 4.3969 -2.5270 1.0766  0.054
H: 3.4416 -3.2396 2.3791  0.077
H: 5.1157 -3.1814 2.4615  0.068
H: 5.8425 -5.7227 -0.2992  0.085
H: 5.6696 -3.9837 -0.4899  0.074
H: 6.6154 -4.5636 0.8022  0.063
H: 5.6416 -5.5539 2.7047  0.118
H: 3.9370 -5.3530 3.2864  0.137
H: 5.1610 -7.5001 1.5044  0.119
H: 4.2800 -7.6818 3.0879  0.107
H: 2.2674 -6.6095 2.3749  0.144
H: 2.5777 -8.0972 1.3603  0.112
H: 3.8355 -6.5555 -1.6830  0.086
H: 3.0592 -7.9457 -1.1499  0.078
H: 4.5576 -7.5184 -0.4050  0.047
H: 1.2736 -5.6902 -1.1633  0.097
H: 0.7873 -5.8526 0.5936  0.068
H: 0.9020 -7.2936 -0.3555  0.089
H: 2.6058 -3.8434 -1.0062  0.058
C: -5.0906 3.3614 -1.2989  -0.042
C: -4.6923 3.0620 0.1636  -0.446
C: -4.3905 4.4527 0.8427  -0.010
C: -5.8618 2.2891 0.8962  -0.142
C: -5.4489 1.8518 2.2521  -0.230
C: -4.3736 0.8112 2.2344  -0.127
C: -3.1439 1.3560 1.4227  -0.444
C: -2.2959 2.2762 2.3402  0.001
C: -2.3303 0.0902 1.0002  -0.015
N: -3.6221 1.9967 0.1735  -0.067
O: -2.5016 2.4835 -0.5628  -0.063
H: -6.0788 3.9684 -1.2629  0.115
H: -4.3023 3.9448 -1.7346  0.055
H: -5.2908 2.5279 -1.9491  0.056
H: -4.8851 5.2272 0.1735  0.098
H: -4.6241 4.5925 1.8796  0.064
H: -3.3586 4.7085 0.7546  0.034
H: -6.7662 2.9796 0.8702  0.136
H: -6.1596 1.3743 0.3438  0.113
H: -5.0743 2.6807 2.8905  0.112
H: -6.3082 1.4577 2.8180  0.120
H: -4.8323 -0.0813 1.7508  0.128
H: -4.1122 0.6308 3.2461  0.100
H: -1.5012 2.6468 1.6662  0.057
H: -1.8698 1.6406 3.0649  0.044
H: -2.7656 3.1005 2.8445  0.085
H: -2.9653 -0.4923 0.2610  0.099
H: -2.2260 -0.5952 1.8361  0.066
H: -1.3458 0.2547 0.5602  0.061
H: -2.0488 3.1932 -0.0886  0.034
C: -3.7178 -0.4412 7.5906  -0.040
C: -3.0445 0.8865 7.8578  -0.540
C: -4.1582 1.9313 7.8305  -0.027
C: -2.3204 0.8591 9.1714  -0.128
C: -1.2979 1.9952 9.4795  -0.170
C: -0.3144 2.0887 8.3215  -0.132
C: -1.0945 2.2267 6.9686  -0.451
C: -1.7864 3.6337 6.9423  -0.029
C: -0.1208 2.2611 5.7594  -0.032
N: -2.0052 1.0455 6.8438  -0.080
O: -2.6311 1.1029 5.5718  -0.042
H: -4.2710 -0.7758 8.4832  0.096
H: -4.4137 -0.4612 6.7492  0.093
H: -2.9963 -1.2251 7.3935  0.059
H: -3.9513 2.9321 8.2664  0.079
H: -4.4152 2.1305 6.8110  0.069
H: -5.0694 1.5115 8.3299  0.102
H: -2.9918 0.9012 9.9705  0.102
H: -1.7646 -0.0537 9.2653  0.112
H: -1.7986 2.9415 9.6508  0.093
H: -0.7824 1.7851 10.4495  0.121
H: 0.2239 1.1286 8.2984  0.116
H: 0.3447 2.9560 8.4035  0.119
H: -2.2626 3.9301 7.8682  0.054
H: -2.5489 3.6445 6.1496  0.087
H: -1.1049 4.3960 6.6130  0.075
H: 0.7700 2.8394 5.9738  0.083
H: -0.6325 2.6351 4.8826  0.061
H: 0.2575 1.2482 5.4632  0.082
H: -2.0387 0.5741 5.0318  0.030
C: 5.0178 -3.9252 -4.2398  -0.062
C: 3.6837 -3.3059 -3.8621  -0.234
O: 3.3830 -2.0267 -4.5457  -0.284
S: 2.6892 -1.9624 -6.0352  0.593
C: 1.0011 -2.1761 -5.6886  -0.111
O: 2.8721 -0.6434 -6.5700  -0.271
O: 3.1383 -3.0911 -6.7759  -0.270
H: 5.8167 -3.2898 -3.9074  0.054
H: 5.1146 -4.1315 -5.3094  0.076
H: 5.2350 -4.8559 -3.6700  0.089
H: 2.8382 -4.0419 -4.0006  0.131
H: 3.7113 -3.1259 -2.7980  0.080
H: 0.6712 -1.2357 -5.3131  0.048
H: 0.9063 -2.9175 -4.9116  0.057
H: 0.4189 -2.4994 -6.5092  0.072
C: 1.4214 3.0004 2.0943  -0.060
C: 2.2015 3.8525 1.0858  -0.261
O: 1.4143 4.4064 0.0482  -0.248
S: 0.2633 5.4712 0.5592  0.634
C: 0.4019 6.5962 -0.7655  -0.114
O: -1.0173 4.7913 0.5832  -0.294
O: 0.5782 6.2309 1.7410  -0.266
H: 0.7988 3.6070 2.7212  0.063
H: 2.2023 2.5253 2.6349  0.069
H: 0.7311 2.3174 1.5816  0.074
H: 2.5133 4.6847 1.6953  0.106
H: 2.9841 3.2626 0.5880  0.104
H: 1.2588 7.2074 -0.6195  0.070
H: -0.5190 7.2047 -0.6827  0.094
H: 0.3468 6.1219 -1.7416  0.038
C: -1.7659 -4.7941 2.9255  -0.045
C: -1.1573 -4.4950 4.2910  -0.154
O: -0.5340 -3.1174 4.0154  -0.289
S: -1.1173 -1.8816 4.8263  0.578
C: -0.2536 -1.8619 6.3798  -0.100
O: -0.7051 -0.7049 4.0656  -0.304
O: -2.5260 -2.0492 5.0842  -0.276
H: -2.3978 -5.6669 2.9525  0.078
H: -0.8899 -4.8908 2.3299  0.050
H: -2.3561 -3.9957 2.4079  0.107
H: -1.8097 -4.4067 5.1239  0.090
H: -0.3313 -5.0906 4.6390  0.114
H: -0.4996 -2.7562 6.9630  0.083
H: -0.5328 -0.9685 6.8640  0.020
H: 0.8141 -1.8188 6.0722  0.090
C: 1.9288 -0.8132 1.7454  -0.021
C: 1.1748 -1.9786 1.0497  -0.236
O: 1.0548 -1.6784 -0.3500  -0.264
S: 0.0554 -2.5026 -1.2966  0.603
C: -0.5823 -1.0604 -2.0767  -0.081
O: 0.9020 -3.2600 -2.1811  -0.292
O: -0.8646 -3.2489 -0.4968  -0.251
H: 1.2003 0.0101 1.9213  0.070
H: 2.6961 -0.5530 1.0063  0.047
H: 2.2599 -1.1372 2.6996  0.064
H: 1.6622 -2.9086 1.1434  0.075
H: 0.2621 -2.2480 1.5203  0.086
H: -0.8549 -0.4423 -1.2774  0.026
H: -1.4802 -1.3414 -2.5535  0.039
H: 0.1424 -0.5124 -2.6665  0.084

HOMO energy = -8.32 eV
relative energy (zero: lowest compared OMol25 entry of this formula, charge and spin) = 0.000 eV
frontier orbital gap = 0.310 Eh

No. 3
Here is a molecular structure, C15H16HfN3O3 from the OMol25 dataset. Energies are from ωB97M-V with the def2-TZVPD basis set.

Each line ends with the Löwdin charge.
Cartesian coordinates (Å):
Hf: 8.3337 9.0190 5.1506  1.977
O: 11.2904 5.6200 5.0525  0.086
C: 12.2716 6.0818 4.3064  -0.242
C: 13.4247 5.3193 4.0481  0.043
C: 14.6520 6.0002 3.9460  0.011
C: 14.6772 7.3803 3.9700  -0.035
C: 13.4981 8.1231 3.9710  0.021
C: 12.2230 7.4967 4.1109  -0.054
C: 11.0523 8.2819 4.4353  -0.369
O: 9.8568 7.7361 4.3902  -0.147
N: 11.3107 9.4392 4.9940  0.147
N: 10.1231 10.0354 5.3283  -0.129
C: 10.0381 11.3741 5.6661  0.044
C: 8.7728 11.8575 5.8801  -0.208
C: 8.3193 13.1626 5.5366  0.091
C: 6.9330 13.3830 5.3494  0.073
C: 6.0602 12.2579 5.3780  0.033
C: 6.5482 11.0278 5.8210  -0.118
N: 7.8585 10.7865 6.1537  -0.097
H: 11.5503 4.7662 5.4042  0.145
H: 13.3211 4.2277 3.9795  0.145
H: 15.5818 5.4899 3.8680  0.127
H: 15.6353 7.8893 4.0984  0.135
H: 13.6098 9.1845 3.8233  0.122
H: 10.8931 12.0249 5.5453  0.167
H: 9.0409 14.0008 5.3319  0.173
H: 6.4616 14.3357 5.0541  0.160
H: 4.9886 12.4497 5.2998  0.148
H: 5.8719 10.2019 6.0573  0.136
C: 7.8278 6.4180 5.1770  -0.052
C: 8.6169 6.4759 6.5226  -0.180
O: 8.6950 7.8570 6.8905  -0.147
H: 7.5163 7.3698 4.6569  0.017
H: 6.8392 5.8690 5.4443  0.162
H: 8.3796 5.8151 4.4528  0.117
H: 9.6171 6.0199 6.4526  0.124
H: 8.0328 5.9186 7.3168  0.173
H: 8.7992 8.0607 7.8555  0.201

HOMO energy (alpha / beta) = -16.65 / -16.65 eV
relative energy (zero: lowest compared OMol25 entry of this formula, charge and spin) = 1.041 eV
net charge = +3
frontier orbital gap (alpha / beta) = 0.135 / 0.135 Eh

No. 4
Here is a molecular structure, C14H17Cl2N2O5Os from the OMol25 dataset. Energies are from ωB97M-V with the def2-TZVPD basis set.

Each line ends with the Löwdin charge.
Cartesian coordinates (Å):
Os: 0.3298 -0.8844 -0.2603  1.333
Cl: 0.5033 -1.5038 -2.4921  0.711
C: 0.5297 -3.2093 -2.0297  -0.751
Cl: 0.2658 -3.1378 -0.2745  0.727
H: 1.5091 -3.6459 -2.2600  0.095
H: -0.2750 -3.7552 -2.5340  0.096
O: 0.4685 1.0629 -0.5300  -0.203
C: 0.3810 2.3074 -0.4768  -0.411
C: -0.8990 3.0270 -0.7361  -0.054
C: -0.8415 3.1919 -2.2841  -0.141
C: 0.4296 3.8308 -2.8753  -0.169
C: 1.6960 2.9722 -2.8785  -0.152
C: 2.4623 2.9599 -1.5159  -0.126
N: 1.4702 3.1045 -0.4907  0.112
H: -0.9416 3.9968 -0.2393  0.148
H: -1.7718 2.4348 -0.4623  0.133
H: -1.6915 3.8204 -2.5553  0.136
H: -1.0000 2.2150 -2.7452  0.118
H: 0.6286 4.8100 -2.4354  0.131
H: 0.1961 4.0143 -3.9322  0.134
H: 2.4049 3.3621 -3.6162  0.130
H: 1.4413 1.9541 -3.1781  0.102
H: 3.1711 3.7841 -1.4338  0.144
H: 3.0013 2.0122 -1.4219  0.125
H: 1.3059 4.0634 -0.1992  0.175
O: 0.2468 1.3209 2.0355  0.122
C: 0.1623 0.1987 2.4927  -0.512
O: 0.1689 -0.8611 1.7269  -0.237
C: 0.0444 -0.0728 3.9620  -0.050
C: -0.0344 -1.3564 4.4940  0.092
C: -0.1236 -1.5529 5.8613  0.105
C: -0.1173 -0.4629 6.7332  0.102
C: -0.0362 0.7975 6.1703  -0.008
C: 0.0493 1.0361 4.8181  0.181
N: -0.0589 2.0251 7.1130  -0.346
O: 0.4861 2.9633 6.6427  0.187
O: -0.6165 1.8260 8.1307  0.198
H: -0.0206 -2.2104 3.8274  0.145
H: -0.2277 -2.5482 6.2786  0.160
H: -0.1972 -0.6075 7.8039  0.158
H: 0.1385 2.0324 4.4029  0.163

<S²> = 6.033
HOMO energy (alpha / beta) = -18.64 / -18.55 eV
relative energy (zero: lowest compared OMol25 entry of this formula, charge and spin) = 0.995 eV
net charge = +3
spin multiplicity = 5
frontier orbital gap (alpha / beta) = 0.285 / 0.175 Eh

No. 5
Here is 3 unconnected molecules or ions with the total composition C2H3Cl2NO2 from the OMol25 dataset. Energies are from ωB97M-V with the def2-TZVPD basis set.

Each line ends with the Löwdin charge.
Cartesian coordinates (Å):
H: -0.0114 -1.2682 -1.3220  0.059
N: -0.0870 -0.2912 -1.5891  0.079
C: -0.3138 0.5664 -0.7823  -0.778
Cl: -0.1925 0.4016 0.9346  0.631
H: -0.6460 1.5883 -0.9312  0.040
O: -1.9517 -2.1085 2.0698  0.204
C: -1.0852 -2.4431 1.4077  -0.519
O: -0.1390 -2.8149 0.8719  0.179
Cl: 1.9405 2.6057 -0.3161  0.335
H: 2.4863 3.7639 -0.3434  -0.230

HOMO energy = -10.50 eV
relative energy (zero: lowest compared OMol25 entry of this formula, charge and spin) = 0.334 eV
frontier orbital gap = 0.406 Eh

No. 6
Here is 2 unconnected molecules or ions with the total composition C4H12 from the OMol25 dataset. Energies are from ωB97M-V with the def2-TZVPD basis set.

Each line ends with the Löwdin charge.
Cartesian coordinates (Å):
C: -0.1481 1.6410 1.3154  -0.189
C: -0.2424 0.1765 1.6572  -0.194
H: -0.4652 2.2212 0.4188  0.069
H: -0.8052 2.1585 2.0491  0.070
H: 0.9319 1.8792 1.3935  0.072
H: 0.5395 -0.5904 1.1251  0.089
H: -1.2465 -0.1935 1.5210  0.057
H: -0.1985 -0.0094 2.6994  0.044
C: -0.4415 -1.1542 -1.8521  -0.180
C: 0.7347 -0.5769 -1.1541  -0.228
H: -0.3554 -1.1699 -2.9448  0.063
H: -0.2328 -2.2736 -1.5245  0.109
H: -1.3899 -0.7869 -1.5065  0.051
H: 0.6184 0.4742 -1.0983  0.038
H: 1.6222 -0.9027 -1.9010  0.124
H: 1.0789 -0.8930 -0.1981  0.005

HOMO energy = -10.53 eV
relative energy (zero: lowest compared OMol25 entry of this formula, charge and spin) = 1.953 eV
frontier orbital gap = 0.429 Eh

Number 1: calculated total energy -22902.189 eV. Number 2: calculated total energy -159936.029 eV. Number 3: calculated total energy -27702.336 eV. Number 4: calculated total energy -55486.665 eV. Number 5: calculated total energy -32752.693 eV. Number 6: calculated total energy -4340.575 eV.